(1)
C5H11O2 | ωB97M-V/def2-TZVPD

The value obtained for the energy relative to the best compared isomer or geometry (same formula, charge and spin) is 45.38 kcal/mol. The LUMO energy comes out at 3.77 eV. As for the total charge: -1. The HOMO-LUMO gap is 7.34 eV.

Each line ends with the Löwdin charge.
Positions of all 18 atoms, in Å:
1 C 0.364876 0.590011 2.073370  -0.240
2 C 1.214269 1.747501 1.840942  -0.239
3 H 0.089885 0.348664 3.130445  0.063
4 H -0.601242 0.658859 1.637814  0.026
5 H 0.801603 -0.527307 1.707836  0.139
6 H 1.334945 2.111601 0.776530  0.065
7 H 2.420062 1.798753 2.172969  0.114
8 H 0.775977 2.575349 2.436730  0.048
9 C -0.392937 -0.466840 -1.051058  -0.164
10 C -0.991221 -0.489708 -2.509217  -0.158
11 C -0.443798 -2.027236 -0.667393  -0.891
12 O -1.383347 -2.585103 -1.035274  0.010
13 O 0.593394 -2.418344 -0.153673  -0.082
14 H 0.679542 -0.198913 -1.195813  0.090
15 H -0.986430 0.258071 -0.435204  0.079
16 H -2.074579 -0.740609 -2.612789  0.070
17 H -0.511749 -1.139309 -3.154463  0.029
18 H -0.889250 0.504559 -2.961753  0.042

Forces on atoms 1 to 3 (eV/Å):
0.793 -5.788 0.648
3.768 3.172 0.131
0.703 0.682 -0.361



(2)
C38H51ClF22N2O14P | ωB97M-V/def2-TZVPD

The LUMO energy comes out at -4.51 eV. As for the total charge: +1. The HOMO-LUMO gap is 7.70 eV.

Each line ends with the Löwdin charge.
Positions of all 129 atoms, in Å:
1 C 1.748277 2.991025 -3.778258  -0.147
2 C 1.252663 2.450352 -5.195448  -0.353
3 P -0.491893 1.691671 -5.003586  1.004
4 C -1.452906 3.071419 -4.214965  -0.288
5 C -0.158831 0.203555 -3.952872  -0.291
6 C 0.819581 -0.738326 -4.587090  0.030
7 C 1.156358 -1.988660 -3.912653  -0.181
8 C 2.110861 -3.041527 -4.494507  -0.065
9 C 0.480548 -2.156173 -2.583384  -0.510
10 Cl 0.896075 -3.703715 -1.720817  0.677
11 N -0.384161 -1.285647 -2.053839  0.121
12 N -0.655034 -0.205640 -2.754273  -0.117
13 C -1.671935 0.659447 -2.083380  -0.070
14 C -1.001989 1.826584 -1.243379  -0.134
15 F -1.959473 2.853621 -1.114341  -0.067
16 H 1.701423 2.147813 -3.039676  0.059
17 H 1.183134 3.894428 -3.448021  0.075
18 H 2.826310 3.305418 -3.806850  0.073
19 H 1.080315 3.363927 -5.817752  0.086
20 H 1.970803 1.727506 -5.637817  0.070
21 H -0.998109 3.548963 -3.320213  0.030
22 H -2.515375 2.751205 -4.049428  0.054
23 H -1.526815 3.883882 -4.992876  0.070
24 H 1.272308 -0.536642 -5.578353  0.119
25 H 1.582569 -4.034571 -4.455444  0.092
26 H 3.034688 -3.155800 -3.880909  0.098
27 H 2.380371 -2.844430 -5.564444  0.100
28 H -2.455751 1.021711 -2.780160  0.121
29 H -2.218776 0.052810 -1.313548  0.126
30 H -0.709810 1.491768 -0.215357  0.139
31 H -0.099658 2.246514 -1.754093  0.095
32 C 6.628789 2.614298 0.215627  -0.064
33 C 6.503186 4.117127 0.320721  -0.183
34 O 6.710566 4.732324 -0.965369  0.042
35 C 5.650694 4.758416 -1.769832  -0.390
36 O 4.573743 4.308150 -1.494599  0.145
37 C 5.988987 5.482585 -3.073583  -0.526
38 F 7.180035 5.110605 -3.569236  0.164
39 F 6.039144 6.812985 -2.898090  0.170
40 F 5.079778 5.249432 -4.034550  0.147
41 H 7.586969 2.339477 -0.229499  0.090
42 H 6.551780 2.150616 1.198379  0.061
43 H 5.848399 2.198754 -0.425055  0.075
44 H 7.275347 4.508636 0.982452  0.131
45 H 5.540173 4.410793 0.741773  0.122
46 C 4.294914 -2.500268 0.253698  -0.069
47 C 5.012663 -2.428639 1.585589  -0.194
48 O 6.426477 -2.618884 1.412117  0.036
49 C 7.118726 -1.537575 1.043646  -0.377
50 O 6.636658 -0.461089 0.845335  0.163
51 C 8.610516 -1.868279 0.952727  -0.524
52 F 8.834868 -3.039522 0.334687  0.165
53 F 9.174051 -1.960109 2.172666  0.158
54 F 9.299865 -0.942596 0.277721  0.170
55 H 4.529947 -3.434517 -0.260866  0.084
56 H 3.214497 -2.436030 0.392652  0.068
57 H 4.608685 -1.686112 -0.403001  0.075
58 H 4.670425 -3.232161 2.237429  0.130
59 H 4.806008 -1.487754 2.098312  0.126
60 C 9.864574 0.788349 5.661004  -0.053
61 C 8.722070 0.057581 4.986837  -0.201
62 O 7.457323 0.619392 5.378770  0.033
63 C 7.071082 1.705330 4.705664  -0.387
64 O 7.698581 2.222780 3.827088  0.163
65 C 5.692872 2.163765 5.184840  -0.527
66 F 5.586395 2.146454 6.522689  0.166
67 F 4.716299 1.366615 4.706003  0.152
68 F 5.406565 3.409390 4.789735  0.165
69 H 9.729388 0.794335 6.744229  0.086
70 H 10.817171 0.312251 5.426400  0.086
71 H 9.909495 1.830033 5.338711  0.080
72 H 8.713232 -0.984599 5.306425  0.128
73 H 8.827469 0.061099 3.901019  0.111
74 C -3.506341 -2.955895 -0.294281  -0.053
75 C -4.664352 -3.654643 -0.974485  -0.193
76 O -5.914389 -3.074226 -0.566460  0.039
77 C -6.283157 -1.969107 -1.217283  -0.383
78 O -5.650122 -1.446649 -2.090802  0.158
79 C -7.648540 -1.492308 -0.719818  -0.521
80 F -7.746269 -1.532293 0.621934  0.149
81 F -8.644183 -2.254317 -1.202504  0.171
82 F -7.915375 -0.233434 -1.087631  0.165
83 H -3.644159 -2.965838 0.788709  0.089
84 H -2.558684 -3.440184 -0.534684  0.073
85 H -3.445981 -1.908893 -0.599453  0.053
86 H -4.690676 -4.700615 -0.672751  0.112
87 H -4.563167 -3.636188 -2.060443  0.129
88 C -2.008158 5.822064 0.468893  -0.057
89 C -1.341251 5.946820 1.821780  -0.198
90 O 0.079535 5.786291 1.689529  0.024
91 C 0.756765 6.882316 1.325615  -0.386
92 O 0.263166 7.950150 1.115018  0.180
93 C 2.252577 6.580923 1.260567  -0.528
94 F 2.505429 5.410493 0.646983  0.148
95 F 2.799024 6.503581 2.486955  0.165
96 F 2.935342 7.518912 0.595320  0.169
97 H -1.732214 4.880959 -0.007629  0.053
98 H -3.093754 5.862796 0.566323  0.088
99 H -1.690860 6.624341 -0.200056  0.081
100 H -1.688206 5.150078 2.480018  0.126
101 H -1.583946 6.892904 2.307561  0.128
102 C -9.357744 0.479172 2.174014  -0.061
103 C -9.876316 -0.708948 2.957073  -0.199
104 O -9.884231 -0.425909 4.365737  0.028
105 C -10.945113 0.249578 4.822395  -0.385
106 O -11.858211 0.623098 4.146950  0.175
107 C -10.842303 0.433274 6.337435  -0.529
108 F -9.607358 0.801355 6.723256  0.157
109 F -11.129924 -0.707098 6.990671  0.162
110 F -11.683899 1.366521 6.793430  0.168
111 H -8.375952 0.783139 2.543515  0.088
112 H -9.276532 0.237102 1.116488  0.058
113 H -10.019758 1.340258 2.281431  0.083
114 H -9.212410 -1.561713 2.815635  0.117
115 H -10.867616 -1.012413 2.616713  0.130
116 C -6.970390 -9.061277 -2.446052  -0.058
117 C -6.256056 -8.989968 -1.112396  -0.193
118 O -4.839372 -9.182822 -1.281993  0.039
119 C -4.138383 -8.107170 -1.634616  -0.384
120 O -4.600746 -7.016059 -1.817960  0.151
121 C -2.650884 -8.451842 -1.727067  -0.527
122 F -2.435508 -9.614114 -2.361064  0.168
123 F -2.096511 -8.565185 -0.506768  0.163
124 F -1.952465 -7.515311 -2.386699  0.153
125 H -6.735613 -9.996908 -2.956903  0.086
126 H -8.049960 -8.995798 -2.307612  0.086
127 H -6.656004 -8.249601 -3.104591  0.077
128 H -6.602921 -9.794883 -0.464940  0.129
129 H -6.460047 -8.050443 -0.596540  0.125

Forces on atoms 1 to 3 (eV/Å):
0.774 -0.510 -0.504
-0.429 0.803 1.817
0.142 0.386 -0.879



(3)
C5H12NOS | ωB97M-V/def2-TZVPD

The value obtained for the energy relative to the best compared isomer or geometry (same formula, charge and spin) is 18.55 kcal/mol. The LUMO energy comes out at 3.84 eV. As for the total charge: -1. The HOMO-LUMO gap is 6.93 eV.

Each line ends with the Löwdin charge.
Positions of all 20 atoms, in Å:
1 C -1.779221 0.994836 -1.251050  0.009
2 C -1.989768 -0.233202 -0.774460  -0.521
3 O -1.540696 -0.700441 0.402053  -0.050
4 C -2.761870 -1.285960 -1.510477  -0.060
5 H -2.177080 1.272107 -2.215870  0.034
6 H -1.188741 1.710563 -0.696222  0.014
7 H -0.941974 -0.040432 0.866870  -0.065
8 H -3.242259 -0.882203 -2.399556  0.065
9 H -2.093615 -2.097234 -1.805059  0.076
10 H -3.521616 -1.710744 -0.851027  0.073
11 C 2.359733 -0.360144 0.903800  -0.406
12 C 1.990336 0.629602 2.009280  -0.721
13 S 0.331228 1.356575 1.810914  0.306
14 N 2.270804 0.175370 -0.455880  -0.040
15 H 1.696553 -1.225054 0.969647  0.088
16 H 3.382976 -0.720074 1.063890  0.087
17 H 2.736146 1.434601 2.028858  0.030
18 H 2.062631 0.120637 2.977272  0.030
19 H 3.009920 0.859569 -0.581287  0.044
20 H 1.396513 0.701628 -0.491696  0.006

Forces on atoms 1 to 3 (eV/Å):
0.033 0.116 -0.026
0.024 -0.065 0.042
-0.051 -0.131 -0.015



(4)
C17H18F5NO5TeZr | ωB97M-V/def2-TZVPD

The value obtained for the energy relative to the best compared isomer or geometry (same formula, charge and spin) is 8.92 kcal/mol. The LUMO energy comes out at -7.90 eV. As for the total charge: +2. The HOMO-LUMO gap is 8.84 eV.

Each line ends with the Löwdin charge.
Positions of all 48 atoms, in Å:
1 Zr -0.217736 0.491316 -0.499854  1.928
2 C 1.132077 0.678854 3.811572  -0.044
3 C 0.059477 -0.199669 3.178597  -0.347
4 C 0.671766 -1.493760 2.635078  -0.038
5 C -0.766690 0.523163 2.128904  -0.221
6 C -1.831931 -0.122369 1.486020  -0.065
7 C -2.663622 0.549433 0.573364  -0.060
8 C -2.487355 1.909640 0.295816  -0.281
9 C -3.437421 2.677704 -0.566179  0.008
10 C -1.371028 2.536800 0.878668  -0.030
11 C -0.540845 1.866182 1.768090  -0.042
12 H 1.650516 0.117594 4.586863  0.101
13 H 0.713107 1.567714 4.283868  0.098
14 H 1.879287 0.992599 3.077797  0.088
15 H -0.662977 -0.476784 3.954257  0.162
16 H 1.461825 -1.270879 1.913467  0.069
17 H -0.063931 -2.151641 2.166812  0.078
18 H 1.131426 -2.054839 3.447095  0.103
19 H -2.038403 -1.162653 1.705999  0.142
20 H -3.476388 0.006934 0.106052  0.149
21 H -3.496916 3.712003 -0.230793  0.111
22 H -4.433477 2.240465 -0.531332  0.110
23 H -3.118310 2.696712 -1.607073  0.066
24 H -1.151873 3.566758 0.625235  0.156
25 H 0.312717 2.386832 2.178087  0.137
26 O -0.910816 -3.535069 -1.959042  0.257
27 C -0.427074 -2.454187 -1.449831  -0.397
28 O -1.122094 -1.502903 -1.051432  -0.052
29 C 1.041938 -2.353457 -1.328106  -0.159
30 C 1.993791 -3.279337 -1.689516  0.086
31 C 3.335618 -2.936799 -1.490442  0.048
32 C 3.664901 -1.706155 -0.945047  0.092
33 C 2.628568 -0.843863 -0.607091  -0.140
34 N 1.362905 -1.168883 -0.798959  0.027
35 C 2.782601 0.533920 -0.010109  -0.478
36 O 3.815679 1.040167 0.269460  0.217
37 O 1.562176 1.092171 0.160019  -0.208
38 H -1.883426 -3.513360 -2.023615  0.186
39 H 1.709461 -4.231550 -2.115924  0.147
40 H 4.114199 -3.635134 -1.767057  0.141
41 H 4.688905 -1.399765 -0.777327  0.151
42 F -1.992697 2.894206 -3.862721  -0.278
43 Te -0.795226 1.586929 -3.448904  1.877
44 F -1.157539 0.627228 -4.951706  -0.273
45 F 0.591722 2.405248 -4.290873  -0.273
46 F -2.153891 0.573324 -2.608771  -0.355
47 F 0.277345 0.085454 -2.878638  -0.378
48 O -0.380340 2.133708 -1.740776  -0.613

Forces on atoms 1 to 3 (eV/Å):
0.498 0.244 -0.132
0.010 0.015 0.004
-0.014 0.016 0.000



no.,calculated total energy (eV)
1,-9458.06116
2,-153468.36294
3,-19753.42586
4,-51800.16369